Computed, not measured: a 8-piece molecular cluster, C29H45N3O15P overall, with the ωB97M-V functional and the def2-TZVPD basis.

Geometry (Å):
1 N 2.1810 -1.5299 4.1692
2 C 1.3666 -0.7016 4.1354
3 O 0.3657 0.0720 4.0144
4 N -0.5447 -0.0059 5.2464
5 P -2.0341 -0.5592 4.7549
6 N -2.5367 -1.7809 5.6394
7 H -2.9299 0.5229 4.9022
8 H -1.9787 -0.9702 3.4016
9 H -2.7017 -2.5967 5.0630
10 O -1.8831 2.1443 2.1988
11 C -0.9766 2.6977 2.7573
12 O -1.0321 3.0347 4.0621
13 C 0.1503 3.7465 4.4390
14 C 1.1955 3.3480 3.4054
15 C 0.3414 3.1331 2.1604
16 H -0.0656 4.8202 4.4243
17 H 0.4252 3.4565 5.4510
18 H 1.9851 4.0890 3.2836
19 H 1.6576 2.4096 3.6982
20 H 0.1907 4.0492 1.5907
21 H 0.7466 2.3558 1.5218
22 O 2.8084 1.2762 1.2709
23 C 3.8304 1.3111 1.8863
24 O 3.9786 2.0214 3.0384
25 C 5.3466 1.9634 3.4733
26 C 5.9253 0.7121 2.8254
27 C 5.1427 0.6458 1.5183
28 H 5.8531 2.8765 3.1473
29 H 5.3673 1.9173 4.5595
30 H 7.0057 0.7557 2.6980
31 H 5.6926 -0.1603 3.4362
32 H 5.6171 1.2287 0.7263
33 H 4.9708 -0.3715 1.1798
34 O -2.3550 0.0828 -3.7127
35 C -2.0039 0.5535 -2.6622
36 O -1.1320 -0.0672 -1.8499
37 C -0.9811 0.6788 -0.6134
38 C -1.4063 2.0949 -0.9614
39 C -2.4661 1.8537 -2.0344
40 H -1.6194 0.2263 0.1456
41 H 0.0526 0.6167 -0.2825
42 H -1.7605 2.6513 -0.0996
43 H -0.5657 2.6405 -1.3922
44 H -3.4583 1.7002 -1.6065
45 H -2.5001 2.6455 -2.7780
46 O 0.8926 -5.3199 -5.9571
47 C 0.0577 -4.4977 -5.6820
48 O 0.2633 -3.5338 -4.7732
49 C -0.9475 -2.7630 -4.5758
50 C -1.7588 -2.9814 -5.8434
51 C -1.3483 -4.3990 -6.2425
52 H -1.4537 -3.1393 -3.6862
53 H -0.6919 -1.7218 -4.4157
54 H -2.8274 -2.8509 -5.6922
55 H -1.4401 -2.2766 -6.6128
56 H -1.9667 -5.1586 -5.7619
57 H -1.3452 -4.5532 -7.3181
58 O -6.3392 -1.8361 5.8068
59 C -6.0518 -0.8408 6.3999
60 O -5.8240 0.3465 5.7815
61 C -5.3987 1.3291 6.7342
62 C -5.9094 0.8316 8.0810
63 C -5.8513 -0.6838 7.8940
64 H -4.3088 1.3889 6.7031
65 H -5.8136 2.2956 6.4545
66 H -5.3262 1.2011 8.9229
67 H -6.9455 1.1465 8.2252
68 H -4.8736 -1.0952 8.1493
69 H -6.6325 -1.2040 8.4420
70 O -1.7644 -7.7287 -10.4541
71 C -0.6859 -7.5516 -9.9647
72 O -0.4688 -6.6682 -8.9672
73 C 0.9409 -6.5930 -8.6538
74 C 1.5217 -7.9066 -9.1619
75 C 0.6231 -8.2141 -10.3588
76 H 1.3624 -5.7276 -9.1721
77 H 1.0613 -6.4495 -7.5787
78 H 2.5805 -7.8401 -9.4047
79 H 1.3985 -8.6809 -8.4032
80 H 0.9851 -7.7466 -11.2758
81 H 0.4793 -9.2793 -10.5169
82 O 1.0560 4.6357 -0.9251
83 C 1.9858 5.1768 -0.4063
84 O 1.9625 5.5579 0.8957
85 C 3.1609 6.2698 1.2328
86 C 4.1864 5.8318 0.1928
87 C 3.3094 5.5751 -1.0326
88 H 2.9513 7.3411 1.1887
89 H 3.4550 6.0100 2.2473
90 H 4.9753 6.5646 0.0336
91 H 4.6531 4.8973 0.5082
92 H 3.1555 6.4773 -1.6263
93 H 3.6901 4.7762 -1.6621

Calculated values
Energy = -75274.319 eV
LUMO level = 1.72 eV
Strongest force on any atom = 0.038 hartree/bohr
HOMO = -3.99 eV
Gap between HOMO and LUMO = 0.210 hartree
Energy relative to the best compared isomer or geometry (same formula, charge and spin) = 0.0 kcal per mole
Total charge = -1

Löwdin atomic charge list, values in e, 6 entries:
1 N 0.10
2 C -0.46
3 O -0.22
4 N -0.24
5 P 0.51
6 N -0.35

***

Computed, not measured: C37H29CrN2O3 as an isolated structure, with the ωB97M-V functional and the def2-TZVPD basis.

Geometry (Å):
1 N 6.8344 1.9501 3.5608
2 C 5.6850 2.0197 3.3524
3 C 4.2788 2.0382 3.0515
4 C 3.3960 1.2667 3.8089
5 C 2.0723 1.1456 3.3999
6 C 1.6625 1.6903 2.1747
7 C 0.4092 1.2009 1.4673
8 C -0.4879 0.4135 2.3617
9 N -1.7206 0.8730 2.5874
10 C -2.0494 2.3057 2.5909
11 C -3.5503 2.3661 2.9090
12 C -4.0968 0.9491 2.7336
13 C -2.8892 0.0077 2.7205
14 C -0.0577 -0.8876 2.8637
15 C 1.1015 -1.5295 2.3451
16 C 1.3510 -2.8807 2.6095
17 C 0.5745 -3.5610 3.5549
18 C -0.4243 -2.8682 4.2480
19 C -0.6862 -1.5297 3.9621
20 C 2.4569 2.6952 1.5999
21 C 3.7784 2.8300 2.0134
22 H 3.7247 0.7626 4.7175
23 H 1.3850 0.5494 4.0000
24 H -0.1098 2.0453 1.0001
25 H -1.4401 2.8378 3.3408
26 H -1.8421 2.7798 1.6157
27 H -3.6767 2.7031 3.9411
28 H -4.0525 3.0821 2.2539
29 H -4.7718 0.6686 3.5466
30 H -4.6344 0.8464 1.7865
31 H -2.9402 -0.7407 1.9149
32 H -2.8608 -0.5414 3.6634
33 H 1.8384 -0.9536 1.7790
34 H 2.1687 -3.3742 2.0833
35 H 0.7662 -4.6168 3.7538
36 H -0.9971 -3.3658 5.0304
37 H -1.3444 -0.9601 4.6263
38 H 2.0497 3.3048 0.7847
39 H 4.4347 3.5456 1.5235
40 O -1.2290 -1.2031 -7.9336
41 C -1.5277 -1.4617 -6.8410
42 Cr -1.7894 -2.1104 -5.0700
43 C 0.0821 -1.9170 -4.9017
44 O 1.2449 -1.8727 -5.0013
45 C -1.4013 -3.7617 -5.9327
46 O -1.0422 -4.6734 -6.5670
47 C -3.9074 -2.2756 -4.7636
48 C -3.5524 -0.9245 -4.8966
49 C -2.5408 -0.3847 -4.0747
50 C -2.0552 -1.0917 -2.9446
51 C -1.2282 -0.4753 -1.9384
52 C -0.4040 0.0039 -1.1479
53 C 0.6505 0.5079 -0.3977
54 C 1.8005 0.9995 -1.1339
55 C 3.1090 0.8703 -0.6208
56 C 4.1781 1.4668 -1.2509
57 C 4.0000 2.1177 -2.4705
58 C 2.7342 2.1333 -3.0674
59 C 1.6321 1.5791 -2.4235
60 C -2.2309 -2.4960 -3.0138
61 C -3.2258 -3.0729 -3.8260
62 H -4.6710 -2.7180 -5.4142
63 H -4.0233 -0.2942 -5.6582
64 H -2.1885 0.6408 -4.2391
65 H 0.8519 0.0798 0.6163
66 H 3.2441 0.3258 0.3293
67 H 5.1571 1.4317 -0.7647
68 H 4.8499 2.5664 -2.9643
69 H 2.5955 2.5924 -4.0393
70 H 0.6257 1.6176 -2.8395
71 H -1.6388 -3.1235 -2.3391
72 H -3.4350 -4.1445 -3.7465

Calculated values
Energy = -76361.672 eV
LUMO level (spin up / spin down) = -6.56 / -8.01 eV
Strongest force on any atom = 0.126 hartree/bohr
HOMO (spin up / spin down) = -11.94 / -14.00 eV
Gap between HOMO and LUMO (spin up / spin down) = 0.198 / 0.220 hartree
Multiplicity = 4
Total charge = +2

Löwdin atomic charge list, values in e, 6 entries:
1 N 0.19
2 C -0.15
3 C -0.21
4 C 0.02
5 C -0.01
6 C -0.19

***

Computed, not measured: a 3-piece molecular cluster, C13H27O6P overall, with the ωB97M-V functional and the def2-TZVPD basis.

Geometry (Å):
1 C -2.5228 -2.0528 -4.2466
2 C -2.0394 -1.4536 -3.3205
3 P -1.2485 -0.5094 -2.0376
4 C -0.0677 0.6286 -2.9122
5 C -0.6617 2.0226 -3.2101
6 O -1.5405 1.8723 -4.3405
7 C -1.4274 2.8127 -5.2893
8 O -1.0434 3.9351 -5.1157
9 H -2.7931 -2.5692 -5.1374
10 H -2.2710 0.2998 -1.4948
11 H 0.8252 0.7179 -2.2979
12 H 0.1560 0.1884 -3.8842
13 H 0.1253 2.7455 -3.4065
14 H -1.2803 2.3208 -2.3642
15 H -1.7139 2.4673 -6.2899
16 C -0.9530 -4.1823 3.3845
17 O -2.2865 -3.7191 3.5022
18 C -2.4224 -2.3279 3.2617
19 C -2.9097 -2.0394 1.8569
20 O -1.9675 -2.4370 0.8752
21 C -2.2738 -3.6819 0.2722
22 H -0.9865 -5.2684 3.3113
23 H -0.4617 -3.7867 2.4929
24 H -0.3725 -3.9081 4.2720
25 H -1.4754 -1.8113 3.4472
26 H -3.1612 -1.9473 3.9738
27 H -3.0497 -0.9581 1.7527
28 H -3.8767 -2.5215 1.6825
29 H -3.0707 -3.5637 -0.4702
30 H -2.5748 -4.4284 1.0105
31 H -1.3761 -4.0309 -0.2361
32 C 4.5793 2.6436 2.6272
33 O 3.9447 3.5121 1.7049
34 C 3.9781 3.0386 0.3687
35 C 2.6733 2.3818 -0.0318
36 O 2.4329 1.1992 0.7197
37 C 1.5191 1.3998 1.7838
38 H 4.2687 2.9416 3.6276
39 H 4.2943 1.6015 2.4682
40 H 5.6680 2.7379 2.5551
41 H 4.8113 2.3441 0.2258
42 H 4.1451 3.9064 -0.2769
43 H 2.7421 2.0873 -1.0846
44 H 1.8391 3.0834 0.0686
45 H 0.4932 1.4318 1.3996
46 H 1.7259 2.3200 2.3343
47 H 1.6064 0.5569 2.4678

Calculated values
Energy = -35487.189 eV
LUMO level = 0.72 eV
Strongest force on any atom = 0.035 hartree/bohr
HOMO = -8.43 eV
Gap between HOMO and LUMO = 0.336 hartree
Energy relative to the best compared isomer or geometry (same formula, charge and spin) = 0.0 kcal per mole
SMILES = C#CPCCOC=O.COCCOC.COCCOC
Total charge = 0

Löwdin atomic charge list, values in e, 6 entries:
1 C 0.03
2 C -0.42
3 P 0.88
4 C -0.37
5 C -0.23
6 O -0.05

***

Computed, not measured: C25H25ClN2O4Zr as an isolated structure, with the ωB97M-V functional and the def2-TZVPD basis.

Geometry (Å):
1 Zr -0.6594 -0.6099 -0.3038
2 C -0.8533 -0.1358 4.3214
3 C -0.6879 0.0862 2.9527
4 N -0.7155 -0.8931 2.0597
5 C -0.9284 -2.1621 2.4933
6 C -1.0995 -2.4801 3.8417
7 C -1.0548 -1.4187 4.7655
8 C -1.3180 -3.8467 4.2245
9 C -1.3653 -4.8233 3.2946
10 C -1.2002 -4.5206 1.9002
11 C -1.2479 -5.5004 0.8895
12 C -1.0836 -5.1360 -0.4228
13 C -0.8721 -3.7910 -0.7306
14 N -0.8228 -2.8453 0.2017
15 C -0.9841 -3.2012 1.5052
16 H -0.8249 0.6994 5.0059
17 H -0.5375 1.0892 2.5701
18 H -1.1858 -1.6230 5.8209
19 H -1.4465 -4.0768 5.2738
20 H -1.5315 -5.8527 3.5833
21 H -1.4147 -6.5363 1.1578
22 H -1.1151 -5.8648 -1.2194
23 H -0.7384 -3.4631 -1.7532
24 C 2.3944 2.4203 0.2672
25 C 2.2566 0.9545 0.4149
26 C 3.4254 0.1303 0.8104
27 O 1.1690 0.4029 0.1826
28 H 2.6634 2.8452 1.2390
29 H 1.4853 2.8789 -0.1102
30 H 3.2406 2.6346 -0.3911
31 H 4.2018 0.7220 1.2881
32 H 3.8415 -0.2958 -0.1095
33 H 3.1152 -0.6990 1.4441
34 C -0.7078 -1.5975 -4.2828
35 C 0.1703 -0.6908 -3.4460
36 C 1.6473 -0.8629 -3.7273
37 O -0.0688 -0.9961 -2.0480
38 H -0.5972 -1.3494 -5.3383
39 H -1.7587 -1.4835 -4.0161
40 H -0.4154 -2.6408 -4.1505
41 H -0.1209 0.3511 -3.5954
42 H 1.9491 -1.8985 -3.5650
43 H 2.2469 -0.2149 -3.0862
44 H 1.8614 -0.6026 -4.7636
45 Cl -7.9542 3.6102 -0.6387
46 C -6.4771 2.7464 -0.5576
47 C -6.4986 1.3547 -0.6211
48 C -5.3104 0.6608 -0.5573
49 C -4.1043 1.3582 -0.4285
50 C -4.0951 2.7561 -0.3686
51 C -5.2823 3.4523 -0.4326
52 C -2.8633 0.6301 -0.3673
53 O -1.7100 1.2220 -0.2451
54 O -2.7964 -0.6520 -0.4327
55 H -7.4424 0.8383 -0.7217
56 H -5.3037 -0.4193 -0.6084
57 H -3.1566 3.2849 -0.2768
58 H -5.3006 4.5318 -0.3907

Calculated values
Energy = -51296.891 eV
LUMO level = -6.66 eV
Strongest force on any atom = 0.010 hartree/bohr
HOMO = -13.96 eV
Gap between HOMO and LUMO = 0.268 hartree
Energy relative to the best compared isomer or geometry (same formula, charge and spin) = 0.0 kcal per mole
Total charge = +2

Löwdin atomic charge list, values in e, 6 entries:
1 Zr 1.93
2 C 0.00
3 C -0.09
4 N 0.00
5 C -0.14
6 C -0.12